Computed, not measured: an isolated molecule of C2H6ClN2P at a distorted geometry, with ωB97M-V/def2-TZVPD.

## Properties
Lowest unoccupied orbital energy (alpha / beta) ... -0.2 / -0.7 eV
HOMO (alpha / beta) ... -9.1 / -7.1 eV
Frontier orbital gap (alpha / beta) ... 8.94 / 6.46 eV
DFT total energy ... -990.7016 a.u.
Relative energy (zero: lowest compared OMol25 entry of this formula, charge and spin) ... 3.684 eV
Maximum force ... 3.87 eV/Å

ORCA input file:
```
! wB97M-V def2-TZVPD RIJCOSX def2/J DEFGRID3
* xyz 0 1
C -0.9730 0.1775 0.0579
C 0.2700 1.1551 -0.0744
N -0.7725 -1.0390 -0.5617
N 1.3080 0.6087 0.7403
P 0.2343 -2.2478 0.0973
Cl 2.7634 0.4061 -0.1901
H -1.2077 -0.1270 1.1957
H -1.8003 0.5776 -0.4452
H 0.4452 1.1693 -1.0833
H 0.0892 2.0518 0.4473
H -0.8917 -1.2845 -1.5098
H 0.5349 -1.4479 1.3262
*
```

Atom charges from the Löwdin analysis, given in e for atoms 1 to 2: -0.326, -0.344

Computed, not measured: a structure of composition C2H6ClN2P at a distorted geometry, with ωB97M-V/def2-TZVPD.

## Properties
Lowest unoccupied orbital energy (alpha / beta) ... 0.4 / -2.1 eV
⟨S²⟩ ... 2.009
HOMO (alpha / beta) ... -5.6 / -9.1 eV
Frontier orbital gap (alpha / beta) ... 5.98 / 6.99 eV
DFT total energy ... -990.6705 a.u.
Relative energy (zero: lowest compared OMol25 entry of this formula, charge and spin) ... 0.864 eV
Maximum force ... 3.52 eV/Å

ORCA input file:
```
! wB97M-V def2-TZVPD RIJCOSX def2/J DEFGRID3
* xyz 0 3
C 1.0489 -0.2507 0.0125
C -0.2238 -1.0466 0.0581
N 0.7706 1.1759 -0.5175
N -1.3248 -0.2184 0.6133
P -0.5774 1.8723 0.1431
Cl -2.8702 -0.5136 -0.2224
H 1.4482 -0.1306 1.0595
H 1.6441 -0.8137 -0.6341
H -0.4048 -1.3486 -0.9577
H -0.1014 -1.9398 0.5501
H 0.6586 1.1738 -1.5250
H -0.0680 2.0402 1.4202
*
```

Atom charges from the Löwdin analysis, given in e for atoms 1 to 2: -0.237, -0.359

Computed, not measured: a cluster of 3 separate species, C2H6ClNO3S in total at a distorted geometry, with ωB97M-V/def2-TZVPD.

## Properties
Lowest unoccupied orbital energy ... -0.7 eV
HOMO ... -10.1 eV
Frontier orbital gap ... 9.45 eV
DFT total energy ... -1218.6101 a.u.
Relative energy (zero: lowest compared OMol25 entry of this formula, charge and spin) ... 0.900 eV
Maximum force ... 4.36 eV/Å

ORCA input file:
```
! wB97M-V def2-TZVPD RIJCOSX def2/J DEFGRID3
* xyz 0 1
C 0.5435 -1.9741 1.0342
C -0.7227 -1.3637 0.8584
N 0.7008 2.1240 0.4040
O -1.3299 -1.3256 -0.2046
O -4.1397 -0.3303 -0.5179
O -3.6632 -2.6289 0.1805
S -3.5460 -1.6026 -0.8304
Cl 1.8182 -0.9266 1.6786
H 1.0268 -2.4252 0.1762
H 0.5816 -2.7093 1.8654
H -1.2701 -1.1668 1.7857
H 0.5782 2.4794 1.3323
H -0.1140 1.5592 0.1976
H 0.7833 2.9089 -0.1484
*
```

Atom charges from the Löwdin analysis, given in e for atoms 1 to 2: -0.553, -0.298

Computed, not measured: an isolated molecule of C2H6ClO2PS at a distorted geometry, with ωB97M-V/def2-TZVPD.

## Properties
Lowest unoccupied orbital energy ... 0.2 eV
HOMO ... -8.8 eV
Frontier orbital gap ... 9.01 eV
DFT total energy ... -1430.0067 a.u.
Relative energy (zero: lowest compared OMol25 entry of this formula, charge and spin) ... 1.813 eV
SMILES ... COP(OC)SCl
Maximum force ... 4.01 eV/Å

ORCA input file:
```
! wB97M-V def2-TZVPD RIJCOSX def2/J DEFGRID3
* xyz 0 1
C -1.1726 -2.1000 -0.3568
O -0.4216 -1.6944 0.7633
P 0.4361 -0.3879 1.0070
O -0.4617 0.7291 0.2836
C 0.0434 2.1103 0.3205
S 2.0844 -0.6487 -0.6424
Cl 3.2235 0.9376 -0.0604
H -1.4989 -1.3211 -1.0418
H -2.0003 -2.6053 -0.0146
H -0.6702 -2.6596 -1.0596
H -0.3972 2.7374 1.1499
H -0.2259 2.6942 -0.6396
H 1.0610 2.2084 0.2909
*
```

Atom charges from the Löwdin analysis, given in e for atoms 1 to 2: -0.123, -0.415

Computed, not measured: a structure of composition C2H6CrO3 at a distorted geometry, with ωB97M-V/def2-TZVPD.

## Properties
Lowest unoccupied orbital energy (alpha / beta) ... 3.4 / 3.6 eV
⟨S²⟩ ... 8.768
HOMO (alpha / beta) ... -1.4 / -4.1 eV
Frontier orbital gap (alpha / beta) ... 4.79 / 7.73 eV
DFT total energy ... -1349.8793 a.u.
Relative energy (zero: lowest compared OMol25 entry of this formula, charge and spin) ... 0.488 eV
Maximum force ... 4.58 eV/Å

ORCA input file:
```
! wB97M-V def2-TZVPD RIJCOSX def2/J DEFGRID3
* xyz -1 6
O 1.2477 -1.6478 1.5851
C 1.2356 -1.1094 0.3100
H 2.0070 -1.5615 -0.3562
H 1.6072 -0.0609 0.4038
Cr -0.5072 -2.4015 1.4207
O -0.1360 -1.5680 -0.2838
H -0.8574 -0.0041 -1.4322
C -0.9466 1.6973 -0.3055
O -0.2476 0.9025 -1.2248
H -1.5012 2.5156 -0.8010
H -1.6764 1.1094 0.2812
H -0.2250 2.1285 0.4028
*
```

Atom charges from the Löwdin analysis, given in e for atoms 1 to 2: -0.481, -0.495

Computed, not measured: a structure of composition C2H6FN2 at a distorted geometry, with ωB97M-V/def2-TZVPD.

## Properties
Lowest unoccupied orbital energy ... -3.5 eV
HOMO ... -16.3 eV
Frontier orbital gap ... 12.78 eV
DFT total energy ... -288.8896 a.u.
Relative energy (zero: lowest compared OMol25 entry of this formula, charge and spin) ... 1.574 eV
Maximum force ... 4.40 eV/Å

ORCA input file:
```
! wB97M-V def2-TZVPD RIJCOSX def2/J DEFGRID3
* xyz 1 1
C 0.0705 -0.1379 0.1962
C 0.7172 0.7537 -1.3524
N 1.0464 -0.7011 0.8545
N -1.2008 -0.2153 0.4156
F 1.7483 1.4010 -0.8493
H 1.0042 0.1390 -2.2266
H -0.1446 1.4144 -1.4700
H 1.9987 -0.5965 0.5081
H 0.8918 -1.1324 1.6769
H -1.7259 0.3074 -0.2547
H -1.7425 -0.6274 1.2753
*
```

Atom charges from the Löwdin analysis, given in e for atoms 1 to 2: -0.230, -0.026

Computed, not measured: an isolated molecule of C2H6FN3O at a distorted geometry, with ωB97M-V/def2-TZVPD.

## Properties
Lowest unoccupied orbital energy ... 0.9 eV
HOMO ... -9.3 eV
Frontier orbital gap ... 10.13 eV
DFT total energy ... -419.0240 a.u.
Relative energy (zero: lowest compared OMol25 entry of this formula, charge and spin) ... 1.606 eV
SMILES ... N/N=C(\CF)NO
Maximum force ... 5.62 eV/Å

ORCA input file:
```
! wB97M-V def2-TZVPD RIJCOSX def2/J DEFGRID3
* xyz 0 1
N -1.5489 -1.1110 -0.1646
N -0.1158 -1.0970 -0.0558
C 0.3785 0.1446 -0.0618
C -0.6905 1.2156 0.0779
F 0.0396 2.3803 -0.1721
N 1.7151 0.5101 0.1100
O 2.5781 -0.7137 0.0170
H -1.7577 -2.2041 -0.4223
H -1.8426 -1.2537 0.9312
H -1.0793 1.2850 1.1446
H -1.5898 1.0113 -0.3991
H 1.9240 1.2124 -0.5401
H 1.9893 -1.3798 -0.4651
*
```

Atom charges from the Löwdin analysis, given in e for atoms 1 to 2: -0.095, -0.062

Computed, not measured: an isolated molecule of C2H6FN5 at a distorted geometry, with ωB97M-V/def2-TZVPD.

## Properties
Lowest unoccupied orbital energy ... 0.9 eV
HOMO ... -9.2 eV
Frontier orbital gap ... 10.05 eV
DFT total energy ... -453.3624 a.u.
Relative energy (zero: lowest compared OMol25 entry of this formula, charge and spin) ... 0.000 eV
SMILES ... [H]/N=C(/N)N(F)/C(N)=N\[H]
Maximum force ... 3.57 eV/Å

ORCA input file:
```
! wB97M-V def2-TZVPD RIJCOSX def2/J DEFGRID3
* xyz 0 1
H -0.4690 -2.8017 -0.3320
N -0.1929 -2.1545 -1.0964
C -0.1865 -0.9047 -0.8788
N 0.2420 -0.1594 -1.9284
N -0.7509 -0.1292 0.1282
F -1.3927 -0.8459 1.1402
C 0.3275 0.8595 0.8644
N -0.2279 1.2583 2.0695
N 1.3770 1.2237 0.3163
H 1.8394 0.8319 -0.5033
H 0.3479 -0.8834 -2.6371
H -0.1114 0.7445 -2.1435
H 0.4057 1.6785 2.7675
H -1.2082 1.2823 2.2333
*
```

Atom charges from the Löwdin analysis, given in e for atoms 1 to 2: 0.059, 0.119